{
  "formula": "C18H16N2O8",
  "method": "ωB97M-V with the def2-TZVPD basis set",
  "total_energy_ha": -1406.9547,
  "spin_multiplicity": 1,
  "homo_lumo_gap_ev": 6.602,
  "elements": ["O", "C", "O", "C", "N", "C", "C", "O", "O", "C", "C", "C", "C", "N", "C", "C", "C", "O", "C", "O", "C", "C", "C", "C", "C", "O", "O", "C", "H", "H", "H", "H", "H", "H", "H", "H", "H", "H", "H", "H", "H", "H", "H", "H"],
  "positions_angstrom": [[5.62845, -1.04325, 4.10773], [5.03348, -1.35922, 3.06320], [5.44897, -2.39073, 2.28574], [3.79393, -0.60963, 2.70120], [3.39117, 0.39386, 3.49629], [2.24046, 1.23099, 3.05976], [1.77523, 2.03701, 4.29204], [0.68561, 2.61599, 4.25189], [2.64898, 2.12262, 5.34094], [1.10732, 0.37981, 2.43020], [1.69779, -0.43073, 1.31719], [0.98026, -0.67442, 0.05561], [-0.25922, -0.12318, -0.21776], [-0.87620, -0.24102, -1.45541], [-2.23866, 0.05777, -1.64483], [-3.15280, 0.74733, -0.81412], [-4.50448, 0.88187, -1.15919], [-5.38888, 1.53341, -0.36728], [-4.93807, 0.35544, -2.35923], [-6.23736, 0.61331, -2.63075], [-4.04419, -0.32302, -3.22551], [-2.72369, -0.49997, -2.80292], [-1.64128, -1.39824, -3.36267], [-0.35338, -1.02711, -2.60561], [0.60922, -0.24708, -3.53343], [1.69592, -0.77604, -3.80034], [0.26500, 0.94759, -4.05536], [2.99143, -0.93987, 1.52210], [6.22156, -2.73456, 2.76577], [2.58295, 1.94175, 2.29731], [3.38297, 1.56042, 5.05919], [0.65536, -0.28709, 3.15649], [0.30143, 1.07906, 2.11892], [1.43377, -1.26417, -0.72071], [-0.81118, 0.44563, 0.55297], [-2.77076, 1.13542, 0.13480], [-4.93933, 1.83269, 0.43947], [-6.56623, 1.14357, -1.88994], [-4.34799, -0.74818, -4.15568], [-1.54757, -1.22629, -4.43050], [-1.89343, -2.47530, -3.22915], [0.19594, -1.94432, -2.30157], [1.02102, 1.31129, -4.49256], [3.44651, -1.60344, 0.80570]],
  "atomic_forces_ev_per_a": [[-1.0354, -1.0811, -2.6844], [1.6942, 0.7261, 3.4821], [-0.6303, 0.9165, 0.3656], [-3.2338, 2.7107, 0.4348], [1.5045, -1.7238, -1.7208], [0.2380, -1.7602, 0.6682], [-1.6605, 1.4316, 0.0509], [2.4084, -1.2294, 0.5044], [-1.6562, 0.1380, -1.4797], [-0.1046, 1.3828, 0.0496], [1.9592, -0.9802, -0.6914], [-1.3811, 1.0563, 0.8405], [1.2402, -0.7087, -0.2820], [0.3710, 0.0001, 1.0761], [-1.7223, 0.6198, 0.4556], [1.1258, -0.1902, 0.3100], [2.8669, -0.5680, 0.3203], [-0.2040, 0.2668, 0.4310], [0.2509, 0.0472, -0.7230], [-0.4836, -0.3250, -0.7259], [0.0352, 0.4329, 1.5406], [-0.0743, -0.4045, -0.1812], [-0.6408, -0.4750, -0.7851], [-0.6265, 0.5734, 0.0752], [2.8520, -1.2768, -0.2369], [-2.0835, 1.1859, 0.4078], [-1.5966, -1.0695, 1.4463], [-1.2648, 0.5974, -0.2521], [-0.0341, -0.0172, -0.1608], [0.1655, 0.0294, 0.0986], [0.6511, -0.5244, 0.0391], [-0.0174, -0.1960, 0.3371], [0.6046, -0.4908, 0.1006], [0.4467, -0.0790, -0.0082], [0.3417, -0.3846, -0.7677], [-0.3897, 0.1051, -0.1971], [-0.2758, -0.0895, -0.3528], [-0.2042, -0.0868, -0.2195], [-0.4774, -0.1354, -0.3900], [0.2309, -0.1519, -0.2277], [0.1463, 0.7232, 0.0195], [-0.2676, 0.8592, -0.0471], [1.0139, 0.2143, -0.6293], [-0.0826, -0.0687, -0.2912]],
  "mulliken_charge": [-0.556, 0.302, -0.428, 0.098, -0.581, 0.414, 0.146, -0.577, -0.520, -0.752, 0.948, -0.884, 0.488, 0.200, -0.054, -0.577, 1.289, -0.641, 0.236, -0.637, -1.341, 0.535, -1.104, 0.194, 0.169, -0.588, -0.437, -0.835, 0.347, 0.327, 0.474, 0.351, 0.354, 0.347, -0.140, 0.232, 0.319, 0.361, 0.474, 0.418, 0.350, 0.422, 0.382, 0.470]
}